The following is a quantum chemistry calculation of C46H53BN6O2PS3W as an isolated structure in a non-equilibrium geometry, from the Open Molecules 2025 dataset.

Each line ends with the Löwdin charge.
Cartesian coordinates (Å):
W  0.23  -0.03  0.01  1.115
C  -2.09  -4.41  2.01  -0.023
C  -2.65  -3.02  2.02  -0.227
C  -3.77  -2.68  2.74  0.089
C  -4.23  -1.36  2.73  -0.198
N  -3.68  -0.46  1.93  0.198
N  -2.63  -0.78  1.20  -0.016
B  -2.05  0.18  0.08  -0.669
N  -2.57  -0.52  -1.27  -0.012
N  -3.85  -0.87  -1.18  0.195
C  -4.44  -1.52  -2.16  -0.152
C  -3.74  -1.80  -3.35  0.116
C  -2.41  -1.48  -3.46  -0.217
C  -1.60  -1.81  -4.67  -0.037
C  -1.81  -0.85  -2.34  -0.553
S  -0.10  -0.59  -2.36  0.747
C  -5.86  -1.98  -1.91  -0.533
C  -5.84  -2.91  -0.68  -0.024
C  -6.73  -0.76  -1.61  -0.030
C  -6.44  -2.74  -3.11  -0.041
N  -2.57  1.69  0.11  0.018
N  -3.85  1.96  0.36  0.205
C  -4.28  3.21  0.32  -0.151
C  -3.39  4.26  0.05  0.111
C  -2.08  4.00  -0.27  -0.223
C  -1.13  5.08  -0.67  -0.032
C  -1.70  2.65  -0.22  -0.518
S  -0.08  2.26  -0.71  0.798
C  -5.76  3.48  0.50  -0.535
C  -6.29  2.78  1.75  -0.032
C  -6.08  4.98  0.59  -0.044
C  -6.46  2.91  -0.75  -0.016
C  -2.05  -1.99  1.28  -0.543
S  -0.57  -2.28  0.41  0.810
C  -5.42  -0.92  3.56  -0.517
C  -6.62  -0.83  2.58  -0.019
C  -5.77  -1.94  4.66  -0.035
C  -5.13  0.43  4.22  -0.031
H  -2.51  -5.00  2.82  0.103
H  -2.32  -4.90  1.07  0.107
H  -1.00  -4.41  2.11  0.074
H  -4.27  -3.43  3.34  0.140
H  -4.23  -2.30  -4.17  0.133
H  -2.20  -2.31  -5.42  0.102
H  -1.17  -0.90  -5.11  0.102
H  -0.76  -2.46  -4.40  0.094
H  -5.43  -2.39  0.19  0.053
H  -6.86  -3.21  -0.45  0.102
H  -5.26  -3.81  -0.87  0.096
H  -6.37  -0.26  -0.71  0.051
H  -6.73  -0.06  -2.44  0.099
H  -7.76  -1.08  -1.44  0.105
H  -5.86  -3.64  -3.34  0.097
H  -7.45  -3.06  -2.86  0.103
H  -6.50  -2.11  -3.99  0.099
H  -3.74  5.29  0.04  0.131
H  -1.49  6.05  -0.34  0.105
H  -0.13  4.90  -0.26  0.061
H  -1.03  5.11  -1.75  0.112
H  -5.82  3.19  2.65  0.096
H  -7.36  2.93  1.83  0.106
H  -6.08  1.71  1.70  0.041
H  -5.57  5.45  1.44  0.099
H  -5.83  5.51  -0.33  0.093
H  -7.15  5.09  0.75  0.103
H  -6.24  1.85  -0.85  0.049
H  -7.53  3.05  -0.66  0.106
H  -6.12  3.42  -1.65  0.100
H  -6.91  -1.83  2.25  0.090
H  -7.47  -0.39  3.09  0.106
H  -6.37  -0.23  1.71  0.054
H  -6.20  -2.85  4.25  0.095
H  -4.90  -2.20  5.27  0.077
H  -6.51  -1.50  5.32  0.108
H  -4.65  1.12  3.52  0.057
H  -6.06  0.88  4.57  0.102
H  -4.47  0.30  5.08  0.084
O  4.22  -0.08  0.05  0.228
C  3.28  0.01  0.75  -0.431
O  2.00  -0.14  0.22  -0.279
C  3.28  0.26  2.22  -0.128
C  4.54  0.27  2.81  0.029
C  4.69  0.52  4.16  -0.006
C  3.57  0.79  4.93  -0.008
C  2.31  0.78  4.36  -0.060
C  2.14  0.51  3.00  -0.276
P  0.36  0.50  2.48  1.040
C  -0.15  2.16  3.04  -0.344
C  0.53  3.22  2.43  -0.131
C  0.27  4.53  2.81  -0.052
C  -0.68  4.79  3.79  -0.037
C  -1.33  3.74  4.42  -0.040
C  -1.06  2.43  4.06  -0.066
C  -0.31  -0.79  3.58  -0.354
C  0.49  -1.91  3.82  -0.089
C  0.11  -2.87  4.74  -0.036
C  -1.09  -2.71  5.44  -0.027
C  -1.92  -1.64  5.16  -0.050
C  -1.55  -0.69  4.22  -0.111
H  5.40  0.07  2.18  0.139
H  5.67  0.52  4.60  0.131
H  3.67  1.00  5.98  0.130
H  1.44  0.99  4.97  0.122
H  1.29  3.02  1.69  0.087
H  0.83  5.34  2.36  0.123
H  -0.88  5.81  4.09  0.124
H  -2.05  3.94  5.20  0.122
H  -1.53  1.63  4.62  0.086
H  1.43  -2.03  3.29  0.116
H  0.75  -3.72  4.93  0.126
H  -1.36  -3.43  6.21  0.126
H  -2.86  -1.53  5.69  0.106
H  -2.23  0.12  3.97  0.076

Its charge is +3. The LUMO energy (spin up / spin down) is -0.4040 / -0.4040 Eh. As for the energy relative to the best compared isomer or geometry (same formula, charge and spin): 0.00 kcal/mol. For the highest occupied orbital energy (spin up / spin down), the calculation gives -16.458 / -16.458 eV. The value obtained for the energy is -105872.87023 eV.

=====

The following is a quantum chemistry calculation of a 4-piece molecular cluster, C35H71BrCl2FN4O13P2 overall in a non-equilibrium geometry, from the Open Molecules 2025 dataset.

Each line ends with the Löwdin charge.
Cartesian coordinates (Å):
C  1.35  4.03  3.56  -0.057
C  1.57  2.96  2.49  -0.265
O  0.44  3.01  1.63  -0.172
C  0.42  1.84  0.84  -0.230
C  -0.66  2.04  -0.23  -0.057
N  -1.46  0.94  -0.88  0.048
C  -0.76  -0.34  -1.25  -0.203
C  0.68  -0.59  -0.78  -0.137
C  1.64  0.27  -1.61  -0.183
O  2.97  0.18  -1.11  -0.018
C  3.82  0.76  -2.01  -0.336
O  4.01  0.34  -3.06  0.138
C  -1.59  -1.66  -1.14  -0.430
C  -1.06  -2.60  -2.33  -0.165
O  -0.83  -3.92  -1.88  -0.142
C  0.47  -4.39  -2.15  -0.253
O  0.70  -5.42  -1.23  -0.088
C  2.09  -5.60  -0.97  -0.167
C  2.70  -4.62  0.03  -0.235
O  1.97  -4.55  1.25  -0.066
P  -1.14  -2.72  0.39  0.795
N  -2.19  -3.79  0.84  -0.270
N  -3.00  -1.52  -1.41  -0.076
C  -3.65  -0.20  -1.45  -0.511
C  -5.15  -0.43  -1.13  -0.187
C  -6.23  -0.04  -2.17  -0.193
C  -7.58  -0.15  -1.44  -0.200
F  -7.87  -1.50  -1.32  -0.043
P  -3.27  0.15  -3.30  0.688
O  -4.15  1.43  -3.84  -0.365
Br  -4.10  -1.57  -4.50  0.398
C  -2.95  0.87  -0.49  -0.276
C  -3.64  2.17  -1.04  -0.132
C  -3.94  3.38  -0.18  -0.288
N  -5.18  3.27  0.63  0.008
C  -3.35  0.66  0.98  -0.484
Cl  -3.75  -1.08  1.44  0.795
C  -2.49  1.12  2.20  -0.664
C  -2.97  0.53  3.56  -0.184
Cl  -2.51  2.89  2.55  0.757
H  0.48  3.75  4.15  0.055
H  1.11  4.96  3.05  0.087
H  2.24  4.19  4.16  0.086
H  1.71  1.97  2.95  0.124
H  2.51  3.21  1.98  0.124
H  1.42  1.83  0.37  0.116
H  0.41  0.94  1.47  0.110
H  -0.17  2.62  -1.01  0.146
H  -1.33  2.79  0.19  0.094
H  -1.57  1.37  -1.80  0.122
H  -0.61  -0.31  -2.34  0.119
H  0.88  -0.55  0.29  0.107
H  1.00  -1.59  -1.07  0.094
H  1.29  1.30  -1.77  0.123
H  1.65  -0.20  -2.61  0.133
H  4.38  1.66  -1.70  0.162
H  -1.77  -2.63  -3.15  0.082
H  -0.11  -2.23  -2.74  0.118
H  1.26  -3.64  -2.01  0.117
H  0.48  -4.85  -3.15  0.153
H  2.64  -5.52  -1.92  0.134
H  2.21  -6.60  -0.56  0.138
H  2.76  -3.61  -0.41  0.107
H  3.73  -4.94  0.22  0.104
H  2.26  -3.74  1.69  0.084
H  -1.06  -1.75  1.44  -0.010
H  0.18  -3.22  0.26  0.021
H  -2.95  -3.86  0.17  -0.035
H  -3.58  -2.21  -0.95  0.087
H  -5.40  -1.47  -0.88  0.114
H  -5.49  0.10  -0.24  0.085
H  -6.34  -0.74  -3.00  0.070
H  -6.19  1.01  -2.48  0.100
H  -7.58  0.36  -0.47  0.120
H  -8.35  0.27  -2.08  0.121
H  -4.39  1.34  -4.78  0.063
H  -3.12  2.56  -1.93  0.118
H  -4.61  1.94  -1.48  0.095
H  -4.22  4.16  -0.91  0.121
H  -3.14  3.88  0.35  0.058
H  -5.13  3.85  1.45  0.063
H  -5.98  3.53  0.06  0.076
H  -4.33  1.11  1.12  0.080
H  -1.50  0.66  2.11  0.077
H  -2.49  -0.42  3.79  0.069
H  -4.06  0.52  3.66  0.079
H  -2.62  1.19  4.35  0.039
O  6.10  -5.96  0.12  0.101
C  6.76  -5.50  1.01  -0.522
O  6.16  -4.71  1.93  -0.011
C  6.80  -4.26  3.13  -0.232
C  7.63  -3.01  2.89  -0.065
C  8.25  -5.72  1.09  0.015
H  7.38  -5.06  3.58  0.116
H  6.00  -4.03  3.83  0.122
H  8.43  -3.20  2.18  0.068
H  8.06  -2.65  3.82  0.084
H  7.00  -2.23  2.46  0.080
H  8.75  -5.01  0.43  0.098
H  8.46  -6.73  0.74  0.094
H  8.67  -5.64  2.09  0.071
O  0.22  5.64  6.15  0.109
C  -0.73  5.16  6.71  -0.517
O  -1.20  3.96  6.29  -0.021
C  -2.21  3.21  6.97  -0.234
C  -3.60  3.66  6.58  -0.061
C  -1.47  5.89  7.80  0.016
H  -2.04  3.24  8.05  0.117
H  -2.06  2.18  6.67  0.113
H  -3.77  4.71  6.86  0.071
H  -4.35  3.05  7.08  0.086
H  -3.73  3.59  5.50  0.062
H  -2.16  6.60  7.35  0.099
H  -0.73  6.44  8.39  0.094
H  -2.01  5.25  8.49  0.070
O  1.90  2.75  -6.03  0.089
C  2.74  2.03  -6.52  -0.525
O  2.60  1.61  -7.79  0.002
C  3.61  0.91  -8.51  -0.230
C  3.57  -0.58  -8.22  -0.064
C  3.90  1.52  -5.69  0.002
H  4.60  1.34  -8.32  0.115
H  3.39  1.08  -9.56  0.124
H  3.76  -0.79  -7.17  0.066
H  4.31  -1.11  -8.82  0.084
H  2.58  -0.98  -8.46  0.083
H  3.57  0.67  -5.12  0.064
H  4.21  2.32  -5.01  0.092
H  4.78  1.25  -6.27  0.078

Its charge is +1. The LUMO energy is -0.0927 Eh. For the highest occupied orbital energy, the calculation gives -10.479 eV. The value obtained for the energy is -186395.00139 eV.

=====

The following is a quantum chemistry calculation of C12H28O20P2V2 as an isolated structure in a non-equilibrium geometry, from the Open Molecules 2025 dataset.

Each line ends with the Löwdin charge.
Cartesian coordinates (Å):
O  1.87  -4.02  2.49  -0.289
V  1.42  -4.24  0.92  1.073
O  0.21  -5.27  0.82  -0.295
O  4.81  -0.46  1.24  -0.306
V  4.54  -1.89  0.54  1.123
O  4.53  -1.62  -1.02  -0.240
O  0.80  -0.23  -0.27  0.144
C  1.00  -1.44  0.28  -0.762
O  0.04  -2.05  0.81  0.021
O  2.13  -1.91  0.39  -0.070
H  -0.14  -0.32  -0.46  0.103
O  5.13  -5.79  -0.53  0.178
C  4.07  -5.23  0.04  -0.744
O  3.94  -3.98  0.20  -0.122
O  3.11  -5.88  0.45  0.033
H  4.93  -6.73  -0.48  0.133
C  -1.48  0.82  2.34  -0.175
O  -1.46  0.83  3.70  -0.186
P  -2.41  -0.22  4.55  0.503
O  -3.57  -0.78  3.83  -0.245
O  -1.40  -1.38  5.09  -0.222
C  -1.86  -2.32  6.05  -0.109
O  -2.78  0.50  6.00  -0.277
C  -4.06  1.18  6.35  -0.042
H  -1.93  1.76  2.00  0.095
H  -1.98  0.02  1.81  0.085
H  -0.51  0.81  1.84  0.078
H  -2.40  -3.22  5.75  0.092
H  -2.41  -1.78  6.82  0.075
H  -1.00  -2.66  6.63  0.085
H  -4.78  0.37  6.44  0.085
H  -4.29  1.81  5.49  0.083
H  -3.92  1.74  7.27  0.084
C  -1.25  2.18  -2.39  -0.085
O  -2.20  1.53  -1.58  -0.210
P  -3.20  0.49  -2.20  0.423
O  -2.98  0.20  -3.62  -0.218
O  -4.58  1.26  -1.83  -0.199
C  -5.69  1.17  -2.67  -0.136
O  -3.11  -0.70  -1.13  -0.182
C  -2.97  -2.00  -1.48  -0.170
H  -0.91  3.20  -2.19  0.092
H  -1.80  2.16  -3.33  0.082
H  -0.28  1.68  -2.38  0.073
H  -5.40  0.80  -3.66  0.078
H  -6.26  2.09  -2.79  0.091
H  -6.37  0.41  -2.27  0.088
H  -3.69  -2.38  -2.21  0.096
H  -3.16  -2.47  -0.51  0.099
H  -2.05  -2.55  -1.66  0.088
O  5.56  3.11  -4.24  0.088
C  4.78  4.00  -3.98  -0.517
O  3.59  3.91  -3.30  -0.020
C  3.26  2.78  -2.43  -0.188
C  2.99  1.43  -3.07  -0.065
C  5.09  5.29  -4.67  0.001
H  2.43  3.06  -1.78  0.114
H  4.13  2.76  -1.78  0.119
H  2.65  0.70  -2.32  0.063
H  3.76  1.08  -3.75  0.077
H  2.11  1.48  -3.72  0.068
H  4.49  6.15  -4.36  0.074
H  4.81  5.16  -5.71  0.095
H  6.08  5.62  -4.38  0.092

The LUMO energy is -0.0992 Eh. As for the energy relative to the best compared isomer or geometry (same formula, charge and spin): 135.92 kcal/mol. For the highest occupied orbital energy, the calculation gives -10.166 eV. The value obtained for the energy is -123803.67751 eV.